{
  "formula": "C19H26IN3O4PS4Ti",
  "method": "ωB97M-V/def2-TZVPD",
  "s2": 0.7545,
  "e_tot_ev": -116638.3253,
  "multiplicity": 2,
  "gap_ev": [7.31, 7.62],
  "symbols": ["I", "Ti", "S", "S", "S", "S", "P", "O", "O", "O", "O", "N", "N", "N", "C", "C", "C", "C", "C", "C", "C", "C", "C", "C", "C", "C", "C", "C", "C", "C", "C", "C", "C", "H", "H", "H", "H", "H", "H", "H", "H", "H", "H", "H", "H", "H", "H", "H", "H", "H", "H", "H", "H", "H", "H", "H", "H", "H", "H"],
  "xyz": [[0.24850, -1.94327, -4.74765], [0.68512, -1.84931, -2.08188], [-1.17153, -3.53566, -1.62034], [3.03609, -1.12094, -2.26185], [1.61523, -4.21862, -2.10016], [1.09491, -1.58129, 0.41470], [2.89081, -1.07167, -0.27483], [0.26582, 5.61170, -0.95465], [4.02294, -1.85062, 0.49004], [-0.29549, -5.98003, -2.08539], [3.33005, 0.39716, 0.14405], [-1.56061, 4.65183, -0.00042], [0.09267, 3.36863, -1.16319], [-0.42569, -0.12122, -2.00687], [-0.61537, 2.19145, -1.50925], [2.86068, 2.11071, 1.73394], [-1.57653, 2.60145, 1.41169], [0.01053, -4.69853, -1.94518], [-4.39600, 0.90446, 3.35990], [-3.55590, 3.90431, 1.13613], [-0.36577, 4.60033, -0.70510], [5.55199, -3.68651, 0.40889], [3.44922, 0.75195, 1.53840], [-4.24986, 3.01429, 1.95434], [-2.55911, 0.88792, -1.91464], [-2.21359, 3.70184, 0.85314], [0.12917, 1.05467, -1.74592], [-3.63367, 1.89263, 2.49621], [4.11419, -3.28851, 0.61267], [-1.98862, 2.10526, -1.63849], [-1.75353, -0.20991, -2.08729], [-1.70380, -6.33759, -2.05899], [-2.28243, 1.70947, 2.20864], [1.81705, 2.10090, 1.43256], [-0.53137, 2.43515, 1.22245], [-1.86356, 5.59766, 0.09002], [1.02521, 3.45546, -1.51277], [-2.21476, -5.89044, -2.90042], [-5.30297, 3.19642, 2.16122], [3.46670, -3.76204, -0.09914], [4.50527, 0.74190, 1.78390], [-2.16305, -6.00372, -1.13643], [2.92161, 2.40599, 2.78688], [2.94774, 0.00285, 2.15245], [-3.63522, 0.78522, -2.01342], [-2.16524, -1.16131, -2.32741], [-2.60894, 2.98754, -1.52080], [3.39332, 2.85250, 1.13076], [-1.75775, 0.84511, 2.62208], [6.20439, -3.21640, 1.15444], [5.89040, -3.39013, -0.58929], [-3.86153, 0.69438, 4.28920], [5.64487, -4.77571, 0.49975], [-4.06877, 4.76192, 0.70625], [3.75845, -3.54089, 1.60227], [-1.73230, -7.41706, -2.12606], [1.19790, 1.09398, -1.73379], [-5.38548, 1.28419, 3.62093], [-4.53241, -0.04981, 2.84372]],
  "nbo_charge": [-0.333, 0.632, -0.164, -0.427, -0.069, -0.512, 1.727, -0.615, -0.845, -0.482, -0.838, -0.665, -0.652, -0.520, 0.199, -0.623, -0.263, 0.090, -0.628, -0.269, 0.792, -0.625, -0.062, -0.185, -0.214, 0.218, 0.031, -0.031, -0.060, -0.194, 0.061, -0.264, -0.191, 0.205, 0.224, 0.415, 0.422, 0.203, 0.214, 0.205, 0.191, 0.200, 0.220, 0.188, 0.235, 0.231, 0.241, 0.218, 0.220, 0.213, 0.221, 0.222, 0.219, 0.216, 0.186, 0.204, 0.227, 0.217, 0.223]
}